{
  "formula": "C6H8S",
  "method": "wB97M-V/def2-TZVPD",
  "species": ["C", "C", "C", "C", "C", "C", "S", "H", "H", "H", "H", "H", "H", "H", "H"],
  "positions_angstrom": [[-0.99786, 0.86465, -1.98212], [-0.85546, -0.30138, -1.03857], [-1.30014, -0.10447, 0.33335], [-0.72340, -0.26367, 1.39344], [0.47788, -0.44713, 2.09632], [1.43600, -0.39960, 0.88196], [0.99818, -0.93566, -0.77969], [-0.85003, 1.85155, -1.50833], [-1.90118, 0.86171, -2.59757], [-0.27701, 0.84771, -2.70275], [-1.44060, -1.15871, -1.39022], [0.62291, 0.48586, 2.62989], [0.75407, -1.20644, 2.77586], [1.62182, 0.70150, 0.79660], [2.43480, -0.79590, 1.09183]],
  "forces_ev_per_a": [[-1.10, 1.04, 1.02], [-0.15, -0.56, 0.34], [0.92, 0.07, 1.35], [-2.78, -0.57, -0.89], [1.05, 1.24, 0.04], [1.34, 2.62, -0.44], [-1.07, -0.34, -0.52], [-0.38, -0.52, 0.10], [-0.40, -0.06, 0.66], [2.34, -0.38, -1.95], [0.66, -0.09, -0.39], [0.53, 0.18, 0.37], [-0.72, -1.40, 0.56], [0.05, -0.79, -0.18], [-0.28, -0.43, -0.05]],
  "homo_lumo_gap_ev": 9.475,
  "spin_multiplicity": 1,
  "smiles": "C[C@@H]1C#CCCS1",
  "max_force_ev_per_a": 3.1,
  "e_lumo_ev": 0.82
}